Entry i
C2H2Cl3NO as an isolated structure. Source: OMol25; level of theory: ωB97M-V/def2-TZVPD.

```
! wB97M-V def2-TZVPD RIJCOSX def2/J DEFGRID3
* xyz 0 1
C 0.971 -0.406 -0.325
C -3.224 0.010 -0.780
N 1.353 0.769 -0.490
O 2.317 1.133 0.392
Cl 1.503 -1.509 1.139
Cl -2.662 1.524 -0.698
Cl -2.923 -0.932 0.514
H 0.306 -1.059 -0.903
H 2.358 0.471 1.151
*
```

Gap between HOMO and LUMO: 8.330 eV
HOMO: -9.17 eV
LUMO: -0.8 eV

Atom charges from the Löwdin analysis, given in e for atoms 1 to 4: number 1, C, carries -0.44; number 2, C, carries -1.18; number 3, N, carries -0.05; number 4, O, carries -0.09

=====

Entry ii
A 2-piece molecular cluster, C2H2Cl3NO overall. Source: OMol25; level of theory: ωB97M-V/def2-TZVPD.

```
! wB97M-V def2-TZVPD RIJCOSX def2/J DEFGRID3
* xyz 0 1
C 0.255 0.017 0.027
C 1.702 0.065 -0.026
N -0.256 2.187 0.027
O 0.668 2.902 0.020
Cl 2.412 0.996 -1.367
Cl 2.310 -1.724 -0.119
Cl 2.429 0.650 1.515
H -0.123 -0.153 -0.950
H 0.064 -0.272 1.025
*
```

Gap between HOMO and LUMO (alpha / beta): 8.235 / 8.207 eV
HOMO (alpha / beta): -8.91 / -9.16 eV
LUMO (alpha / beta): -0.7 / -1.0 eV

Atom charges from the Löwdin analysis, given in e for atoms 1 to 4: number 1, C, carries -0.19; number 2, C, carries -1.58; number 3, N, carries 0.11; number 4, O, carries -0.04

=====

Stability, highest: entry ii

=====

Entry i
A 2-piece molecular cluster, C2H2Cl3NO overall. Source: OMol25; level of theory: ωB97M-V/def2-TZVPD.

```
! wB97M-V def2-TZVPD RIJCOSX def2/J DEFGRID3
* xyz 0 1
C -1.364 0.215 0.584
N -1.900 0.135 -0.444
O -2.526 0.044 -1.453
H -0.858 0.170 1.513
Cl 2.648 0.396 -1.022
C 1.221 -0.036 -0.105
Cl 0.968 -1.774 -0.257
Cl 1.567 0.383 1.652
H 0.243 0.468 -0.468
*
```

Gap between HOMO and LUMO: 10.717 eV
HOMO: -10.32 eV
SMILES: C#[N+][O-].ClC(Cl)Cl
LUMO: 0.4 eV

Atom charges from the Löwdin analysis, given in e for atoms 1 to 4: number 1, C, carries 0.06; number 2, N, carries -0.22; number 3, O, carries 0.04; number 4, H, carries 0.04

=====

Entry ii
An isolated molecule of C2H2Cl3NO. Source: OMol25; level of theory: ωB97M-V/def2-TZVPD.

```
! wB97M-V def2-TZVPD RIJCOSX def2/J DEFGRID3
* xyz 0 1
O 1.943 1.537 -0.388
N 0.856 1.327 0.085
C 0.605 -0.084 0.129
C -0.989 -0.340 -0.041
Cl -1.301 -2.108 0.098
Cl -1.541 0.304 -1.606
Cl -1.669 0.623 1.255
H 1.023 -0.519 1.010
H 1.074 -0.740 -0.542
*
```

Gap between HOMO and LUMO: 9.228 eV
HOMO: -9.81 eV
SMILES: O=NCC(Cl)(Cl)Cl
LUMO: -0.6 eV

Atom charges from the Löwdin analysis, given in e for atoms 1 to 4: number 1, O, carries 0.03; number 2, N, carries -0.06; number 3, C, carries -0.35; number 4, C, carries -1.57

=====

Stability, highest: entry ii

=====

Entry i
An isolated molecule of C5H7ClOS. Source: OMol25; level of theory: ωB97M-V/def2-TZVPD.

```
! wB97M-V def2-TZVPD RIJCOSX def2/J DEFGRID3
* xyz 0 1
Cl -0.334 -2.997 0.685
C -0.002 -1.217 0.822
C -0.755 -0.163 0.105
C -1.203 1.137 0.563
S -0.213 2.472 -0.449
C 0.790 1.281 -1.532
O 1.673 0.218 -0.796
C 0.698 -0.104 0.356
H -0.204 -1.179 1.992
H -1.049 -0.471 -0.887
H -0.919 1.216 1.785
H -2.101 1.521 0.185
H 1.569 1.708 -2.106
H 0.218 0.695 -2.161
H 1.013 0.558 1.225
*
```

Gap between HOMO and LUMO: 9.856 eV
HOMO: -9.22 eV
SMILES: Cl[C@@H]1[C@H]2CSCO[C@H]12
LUMO: 0.6 eV

Atom charges from the Löwdin analysis, given in e for atoms 1 to 4: number 1, Cl, carries 0.57; number 2, C, carries -0.59; number 3, C, carries -0.36; number 4, C, carries -0.36

=====

Entry ii
An isolated molecule of C5H7ClOS. Source: OMol25; level of theory: ωB97M-V/def2-TZVPD.

```
! wB97M-V def2-TZVPD RIJCOSX def2/J DEFGRID3
* xyz 0 1
Cl 3.169 -0.511 -0.541
C 2.189 0.470 0.602
C 0.975 1.082 -0.096
C -0.324 0.260 -0.018
C -0.491 -1.042 0.246
O -1.788 -1.525 0.215
C -2.597 -0.651 -0.504
S -1.904 1.025 -0.261
H 2.834 1.291 0.967
H 1.900 -0.221 1.429
H 0.790 2.072 0.401
H 1.224 1.311 -1.159
H 0.197 -1.829 0.344
H -3.592 -0.812 -0.072
H -2.583 -0.917 -1.552
*
```

Gap between HOMO and LUMO: 8.878 eV
HOMO: -8.05 eV
SMILES: ClCCC1=COCS1
LUMO: 0.8 eV

Atom charges from the Löwdin analysis, given in e for atoms 1 to 4: number 1, Cl, carries 0.52; number 2, C, carries -0.58; number 3, C, carries -0.27; number 4, C, carries -0.53

=====

Stability, highest: entry ii

=====

Entry i
An isolated molecule of C4H7FO. Source: OMol25; level of theory: ωB97M-V/def2-TZVPD.

```
! wB97M-V def2-TZVPD RIJCOSX def2/J DEFGRID3
* xyz 0 1
C -1.189 0.646 0.372
C 0.273 0.288 0.670
C 1.003 -1.072 0.100
F 0.333 0.013 2.021
C 1.118 1.592 0.469
O 1.892 1.995 1.284
H -1.730 -0.251 0.605
H -1.395 1.103 -0.484
H -1.597 1.420 1.052
H 1.412 -0.957 -0.841
H 1.828 -1.223 0.892
H 0.218 -1.776 -0.112
H 0.893 2.042 -0.495
*
```

Gap between HOMO and LUMO: 10.687 eV
HOMO: -9.86 eV
SMILES: CC(C)(F)C=O
LUMO: 0.8 eV

Atom charges from the Löwdin analysis, given in e for atoms 1 to 4: number 1, C, carries -0.01; number 2, C, carries -0.47; number 3, C, carries 0.03; number 4, F, carries -0.02

=====

Entry ii
C4H7FO as an isolated structure. Source: OMol25; level of theory: ωB97M-V/def2-TZVPD.

```
! wB97M-V def2-TZVPD RIJCOSX def2/J DEFGRID3
* xyz 0 1
C -0.769 -0.275 -1.048
C 0.380 0.124 -0.463
C 0.447 -0.795 0.881
C 0.313 1.654 0.201
H -1.300 -1.556 -0.821
H -1.543 0.349 -0.307
H -0.854 -0.265 -2.291
H 0.459 -1.879 0.663
H 1.471 -0.803 1.370
H -0.554 -0.602 1.554
H 1.158 2.497 0.490
O -0.896 1.691 0.740
F 1.689 -0.139 -0.969
*
```

Gap between HOMO and LUMO: 10.189 eV
HOMO: -10.29 eV
LUMO: -0.1 eV

Atom charges from the Löwdin analysis, given in e for atoms 1 to 4: number 1, C, carries -0.14; number 2, C, carries -0.57; number 3, C, carries -0.06; number 4, C, carries 0.00

=====

Entry iii
An isolated molecule of C4H7FO. Source: OMol25; level of theory: ωB97M-V/def2-TZVPD.

```
! wB97M-V def2-TZVPD RIJCOSX def2/J DEFGRID3
* xyz 0 1
O 1.357 -0.969 0.570
C 1.260 0.402 0.244
C -0.141 0.649 -0.136
F -0.271 1.937 -0.602
C -1.158 -0.008 0.674
C -0.925 -0.442 -0.818
H 1.491 -1.552 -0.233
H 1.467 0.951 1.200
H 1.964 0.743 -0.646
H -2.111 0.509 0.790
H -0.846 -0.636 1.470
H -0.374 -1.361 -0.995
H -1.714 -0.225 -1.517
*
```

Gap between HOMO and LUMO: 11.158 eV
HOMO: -10.33 eV
SMILES: OCC1(F)CC1
LUMO: 0.8 eV

Atom charges from the Löwdin analysis, given in e for atoms 1 to 4: number 1, O, carries -0.09; number 2, C, carries -0.19; number 3, C, carries -0.53; number 4, F, carries 0.03

=====

Stability, highest: entry i